No. 1
C16H20BCl39O5S | ωB97M-V/def2-TZVPD

Geometry (Å):
C 0.214 1.236 4.322
C 0.668 0.104 3.652
O 1.921 -0.027 3.089
S 2.692 1.482 3.077
O 3.755 1.290 2.047
O 3.385 1.752 4.556
C 4.507 0.890 4.848
B 4.114 -0.528 5.489
O 2.807 -0.921 5.767
O 5.188 -1.421 5.782
H 0.632 1.462 5.317
H -0.567 1.908 3.961
H 0.024 -0.787 3.587
H 5.106 1.416 5.621
H 5.194 0.730 3.996
H 2.761 -1.869 5.887
H 5.463 -1.223 6.676
C 1.915 4.662 4.966
Cl 1.526 4.427 6.682
Cl 0.494 4.482 3.935
Cl 2.659 6.246 4.719
H 2.633 3.902 4.680
C -0.546 -2.150 0.543
Cl -1.052 -2.437 2.214
Cl -1.893 -2.400 -0.568
Cl 0.113 -0.523 0.354
H 0.232 -2.863 0.298
C -0.664 -3.304 -4.425
Cl 0.387 -3.830 -3.105
Cl -1.998 -4.441 -4.654
Cl -1.279 -1.677 -4.115
H -0.078 -3.278 -5.336
C 4.509 -2.920 -2.861
Cl 5.769 -4.102 -3.229
Cl 3.694 -2.398 -4.339
Cl 3.348 -3.586 -1.707
H 4.977 -2.054 -2.409
C 4.536 3.149 -1.113
Cl 4.001 4.356 0.060
Cl 3.273 1.944 -1.396
Cl 5.004 3.925 -2.631
H 5.403 2.642 -0.708
C -5.041 -6.771 -3.714
Cl -4.321 -6.360 -5.274
Cl -6.760 -7.134 -3.895
Cl -4.190 -8.132 -2.974
H -4.942 -5.913 -3.059
C -2.508 0.866 -7.152
Cl -1.257 -0.321 -7.533
Cl -3.334 1.393 -8.622
Cl -3.674 0.206 -5.997
H -2.033 1.729 -6.699
C -7.287 0.350 -7.812
Cl -7.569 -1.259 -7.139
Cl -7.194 0.280 -9.575
Cl -8.545 1.474 -7.292
H -6.336 0.712 -7.438
C -7.026 4.869 -5.288
Cl -6.046 6.048 -4.410
Cl -6.007 3.601 -5.976
Cl -8.259 4.172 -4.232
H -7.526 5.381 -6.101
C -3.132 3.383 6.549
Cl -3.644 2.069 7.615
Cl -1.393 3.665 6.690
Cl -3.574 3.033 4.873
H -3.648 4.286 6.853
C -0.125 3.021 -2.743
Cl -0.670 4.204 -1.550
Cl -1.375 1.808 -3.039
Cl 0.339 3.821 -4.249
H 0.744 2.514 -2.343
C -2.433 -6.528 3.281
Cl -2.284 -5.602 1.785
Cl -1.279 -5.949 4.488
Cl -4.083 -6.443 3.906
H -2.205 -7.564 3.064
C 8.759 0.254 4.220
Cl 8.388 0.007 5.930
Cl 7.328 0.020 3.204
Cl 9.439 1.864 3.967
H 9.503 -0.477 3.929

Results
**Multiplicity**: 1
**HOMO-LUMO gap**: 7.70 eV

Which charges does Löwdin predict for the atoms? In e, they are: atom 1 (C): -0.087, atom 2 (C): -0.287, atom 3 (O): -0.281, atom 4 (S): 0.988, atom 5 (O): -0.431, atom 6 (O): -0.359, atom 7 (C): -0.134, atom 8 (B): -0.553, atom 9 (O): 0.165, atom 10 (O): 0.088, atom 11 (H): 0.059, atom 12 (H): 0.019, atom 13 (H): 0.038, atom 14 (H): 0.134, atom 15 (H): 0.023, atom 16 (H): 0.108, atom 17 (H): 0.084, atom 18 (C): -1.513, atom 19 (Cl): 0.504, atom 20 (Cl): 0.549, atom 21 (Cl): 0.536, atom 22 (H): -0.026, atom 23 (C): -1.503, atom 24 (Cl): 0.559, atom 25 (Cl): 0.519, atom 26 (Cl): 0.569, atom 27 (H): 0.011, atom 28 (C): -1.513, atom 29 (Cl): 0.492, atom 30 (Cl): 0.504, atom 31 (Cl): 0.480, atom 32 (H): 0.015, atom 33 (C): -1.537, atom 34 (Cl): 0.527, atom 35 (Cl): 0.516, atom 36 (Cl): 0.494, atom 37 (H): 0.012, atom 38 (C): -1.533, atom 39 (Cl): 0.535, atom 40 (Cl): 0.539, atom 41 (Cl): 0.526, atom 42 (H): 0.015, atom 43 (C): -1.543, atom 44 (Cl): 0.492, atom 45 (Cl): 0.525, atom 46 (Cl): 0.521, atom 47 (H): 0.013, atom 48 (C): -1.529, atom 49 (Cl): 0.521, atom 50 (Cl): 0.531, atom 51 (Cl): 0.509, atom 52 (H): 0.010, atom 53 (C): -1.562, atom 54 (Cl): 0.523, atom 55 (Cl): 0.518, atom 56 (Cl): 0.506, atom 57 (H): -0.046, atom 58 (C): -1.547, atom 59 (Cl): 0.525, atom 60 (Cl): 0.503, atom 61 (Cl): 0.521, atom 62 (H): 0.014, atom 63 (C): -1.528, atom 64 (Cl): 0.519, atom 65 (Cl): 0.488, atom 66 (Cl): 0.521, atom 67 (H): 0.012, atom 68 (C): -1.553, atom 69 (Cl): 0.529, atom 70 (Cl): 0.506, atom 71 (Cl): 0.520, atom 72 (H): -0.050, atom 73 (C): -1.544, atom 74 (Cl): 0.500, atom 75 (Cl): 0.514, atom 76 (Cl): 0.525, atom 77 (H): 0.012, atom 78 (C): -1.513, atom 79 (Cl): 0.545, atom 80 (Cl): 0.601, atom 81 (Cl): 0.529, atom 82 (H): 0.013


No. 2
C16H20BF6MnN8Sb | ωB97M-V/def2-TZVPD

Geometry (Å):
Mn 1.644 -0.746 -0.090
C 1.447 -1.473 -3.486
C 0.277 -0.945 -2.749
C -0.995 -0.716 -3.262
C -1.753 -0.229 -2.215
N -0.994 -0.153 -1.116
N 0.250 -0.595 -1.434
B -1.270 0.316 0.340
N -0.963 -0.918 1.221
C -1.650 -1.678 2.086
C -0.834 -2.670 2.585
C 0.406 -2.493 1.979
C 1.610 -3.327 2.204
N 0.304 -1.422 1.149
N -0.176 1.363 0.671
C -0.229 2.632 1.094
C 1.054 3.131 1.208
C 1.905 2.098 0.832
C 3.385 2.119 0.780
N 1.129 1.030 0.513
N -2.660 0.972 0.439
C -3.797 0.756 1.255
C -4.753 1.634 0.896
C -4.156 2.406 -0.154
C -4.710 3.514 -0.894
N -2.865 1.946 -0.390
H 1.211 -1.537 -4.544
H 2.327 -0.841 -3.374
H 1.706 -2.477 -3.142
H -1.313 -0.896 -4.275
H -2.789 0.063 -2.212
H -2.685 -1.512 2.316
H -1.083 -3.431 3.306
H 1.430 -3.995 3.042
H 1.829 -3.948 1.332
H 2.492 -2.731 2.427
H -1.160 3.131 1.308
H 1.349 4.117 1.525
H 3.762 3.032 1.231
H 3.821 1.267 1.301
H 3.739 2.092 -0.253
H -3.824 0.015 2.032
H -5.745 1.754 1.299
H -5.733 3.740 -0.611
H -4.076 4.410 -0.791
H -4.636 3.338 -1.980
F 2.309 -2.446 -0.694
Sb 4.358 -1.880 -0.552
F 4.546 -3.410 0.465
F 4.509 -2.451 -2.300
F 5.667 -0.654 -0.115
F 3.170 -0.264 -1.230
F 3.213 -1.036 1.027

Results
**Charge**: +3
**ΔE to the lowest compared entry with this formula, charge and spin**: 36.12 kJ/mol
**Multiplicity**: 5
**HOMO-LUMO gap (spin up / spin down)**: 6.03 / 5.88 eV

Which charges does Löwdin predict for the atoms? In e, they are: atom 1 (Mn): 1.088, atom 2 (C): 0.007, atom 3 (C): -0.230, atom 4 (C): 0.063, atom 5 (C): 0.020, atom 6 (N): 0.046, atom 7 (N): 0.018, atom 8 (B): -0.570, atom 9 (N): 0.061, atom 10 (C): 0.024, atom 11 (C): 0.064, atom 12 (C): -0.230, atom 13 (C): 0.008, atom 14 (N): 0.021, atom 15 (N): 0.046, atom 16 (C): 0.021, atom 17 (C): 0.064, atom 18 (C): -0.233, atom 19 (C): 0.012, atom 20 (N): 0.014, atom 21 (N): 0.068, atom 22 (C): 0.063, atom 23 (C): 0.078, atom 24 (C): -0.176, atom 25 (C): 0.042, atom 26 (N): 0.201, atom 27 (H): 0.112, atom 28 (H): 0.083, atom 29 (H): 0.096, atom 30 (H): 0.144, atom 31 (H): 0.142, atom 32 (H): 0.127, atom 33 (H): 0.146, atom 34 (H): 0.113, atom 35 (H): 0.099, atom 36 (H): 0.082, atom 37 (H): 0.144, atom 38 (H): 0.144, atom 39 (H): 0.112, atom 40 (H): 0.080, atom 41 (H): 0.102, atom 42 (H): 0.126, atom 43 (H): 0.151, atom 44 (H): 0.115, atom 45 (H): 0.138, atom 46 (H): 0.136, atom 47 (F): -0.341, atom 48 (Sb): 1.760, atom 49 (F): -0.238, atom 50 (F): -0.237, atom 51 (F): -0.235, atom 52 (F): -0.341, atom 53 (F): -0.348


Number 1: total energy -19368.2614 hartree. Number 2: total energy -3074.1406 hartree.